ORCA calculation (ωB97M-V/def2-TZVPD) on a molecular structure, C51H31Cl5N9NaO4S in a non-equilibrium geometry.

ORCA input file:
```
! RIJCOSX wB97M-V def2-TZVPD def2/J DEFGRID3
* xyz -2 1
Na 0.152 -0.444 0.419
Cl 0.835 3.056 2.113
C 0.562 1.721 3.224
C 0.163 0.505 2.688
C -0.067 -0.481 3.643
Cl -0.595 -2.042 3.077
C 0.091 -0.300 5.015
Cl -0.215 -1.581 6.145
C 0.508 0.942 5.490
Cl 0.722 1.206 7.188
C 0.746 1.970 4.583
Cl 1.259 3.524 5.171
C 6.342 3.456 -11.781
O 6.935 3.493 -10.502
C 6.156 3.129 -9.443
C 4.825 2.740 -9.545
C 4.123 2.390 -8.403
C 4.720 2.417 -7.146
C 6.058 2.810 -7.063
C 6.767 3.161 -8.194
C 3.929 2.042 -5.976
N 2.668 1.681 -6.011
C 2.318 1.425 -4.711
C 3.391 1.637 -3.870
N 4.415 2.031 -4.694
C 3.336 1.462 -2.455
C 4.413 1.625 -1.573
C 4.221 1.392 -0.234
C 2.946 1.015 0.207
N 1.921 0.884 -0.604
C 2.092 1.078 -1.914
C 0.942 0.845 -2.788
N -0.201 0.458 -2.207
C -1.241 0.182 -2.962
C -1.222 0.289 -4.359
C -0.066 0.710 -4.974
C 1.054 0.999 -4.186
H 7.114 3.763 -12.482
H 5.496 4.146 -11.851
H 6.004 2.448 -12.039
H 4.324 2.707 -10.502
H 3.087 2.084 -8.465
H 6.566 2.844 -6.107
H 7.804 3.466 -8.136
H 5.346 2.267 -4.407
H 5.386 1.919 -1.951
H 5.035 1.487 0.472
H 2.757 0.804 1.253
H -2.133 -0.146 -2.437
H -2.102 0.037 -4.936
H 0.010 0.815 -6.049
O -0.275 -2.177 -1.284
C 0.528 -3.334 -1.074
C 1.769 -2.979 -0.117
O 2.630 -3.858 0.004
O 1.685 -1.850 0.412
C 1.087 -3.741 -2.413
C 1.059 -2.861 -3.492
C 1.633 -3.207 -4.708
C 2.242 -4.443 -4.866
C 2.266 -5.330 -3.796
C 1.695 -4.984 -2.582
C -0.348 -4.408 -0.443
C -1.510 -4.783 -1.118
C -2.424 -5.645 -0.536
C -2.180 -6.159 0.731
C -1.021 -5.805 1.402
C -0.109 -4.930 0.822
H -0.896 -2.083 -0.544
H 0.582 -1.899 -3.370
H 1.601 -2.506 -5.535
H 2.692 -4.715 -5.814
H 2.743 -6.297 -3.909
H 1.729 -5.667 -1.744
H -1.706 -4.362 -2.098
H -3.343 -5.891 -1.054
H -2.904 -6.817 1.198
H -0.831 -6.192 2.396
H 0.787 -4.645 1.357
N -1.284 3.609 -2.655
C -2.124 3.429 -1.584
N -1.846 2.750 -0.541
C -2.863 2.817 0.398
C -2.865 2.170 1.631
C -3.962 2.320 2.458
C -5.058 3.092 2.074
C -5.076 3.738 0.849
C -3.972 3.594 0.023
S -3.695 4.268 -1.565
H -0.510 2.959 -2.659
H -1.724 3.736 -3.550
H -2.018 1.548 1.901
H -3.989 1.798 3.405
H -5.920 3.159 2.726
H -5.931 4.326 0.540
N -2.405 -1.208 0.334
C -3.533 -1.404 0.509
C -4.901 -1.647 0.677
C -5.661 -0.932 1.625
N -6.317 -0.363 2.391
C -5.537 -2.645 -0.088
N -6.074 -3.460 -0.711
*
```

Summary:
HOMO-LUMO gap ... 5.7 eV
Electronic energy ... -152860.8213 eV
Strongest force on any atom ... 1.01 eV Å⁻¹

=====

ORCA calculation (ωB97M-V/def2-TZVPD) on 10 unconnected molecules or ions with the total composition C65H130N10O5 in a non-equilibrium geometry.

ORCA input file:
```
! RIJCOSX wB97M-V def2-TZVPD def2/J DEFGRID3
* xyz 0 1
C -3.972 6.458 2.602
C -4.866 5.402 1.908
C -5.036 4.257 2.936
C -6.227 6.055 1.543
C -6.101 7.017 0.379
C -5.481 6.300 -0.811
C -4.122 5.671 -0.463
C -3.680 4.801 -1.680
C -3.072 6.776 -0.300
N -4.282 4.808 0.670
O -2.955 4.347 0.987
H -2.967 6.036 2.675
H -4.057 7.466 2.165
H -4.373 6.637 3.600
H -5.461 3.372 2.416
H -4.085 3.917 3.374
H -5.610 4.689 3.767
H -7.007 5.301 1.299
H -6.610 6.592 2.412
H -7.061 7.452 0.125
H -5.443 7.852 0.656
H -5.311 6.977 -1.665
H -6.238 5.589 -1.201
H -2.626 4.644 -1.600
H -3.941 5.363 -2.585
H -4.214 3.835 -1.680
H -3.376 7.393 0.525
H -3.038 7.303 -1.262
H -2.095 6.364 -0.112
H -2.949 3.389 0.915
C 3.461 -1.477 -0.326
C 4.028 -0.538 0.756
C 2.798 0.224 1.311
C 4.697 -1.439 1.849
C 6.049 -2.003 1.371
C 7.012 -0.819 1.038
C 6.331 0.043 -0.152
C 7.144 1.315 -0.336
C 6.300 -0.763 -1.441
N 5.004 0.467 0.333
O 4.393 1.295 -0.668
H 2.618 -1.997 0.141
H 3.006 -0.884 -1.138
H 4.102 -2.218 -0.828
H 3.125 0.856 2.141
H 2.349 0.784 0.489
H 2.017 -0.460 1.684
H 4.964 -0.835 2.731
H 3.939 -2.183 2.163
H 6.537 -2.581 2.163
H 5.903 -2.739 0.568
H 7.955 -1.211 0.652
H 7.106 -0.237 1.963
H 8.224 1.173 -0.422
H 6.846 1.920 0.504
H 6.896 1.891 -1.215
H 6.013 -1.811 -1.429
H 7.344 -0.713 -1.810
H 5.723 -0.191 -2.155
H 4.088 0.781 -1.417
C -2.440 -4.576 -4.718
C -1.234 -4.737 -3.764
C -0.433 -3.435 -3.749
C -1.760 -5.035 -2.331
C -0.627 -5.571 -1.408
C 0.237 -6.662 -2.017
C 0.760 -6.284 -3.436
C 1.914 -5.238 -3.285
C 1.330 -7.483 -4.128
N -0.427 -5.929 -4.204
O -0.061 -5.672 -5.545
H -2.917 -5.540 -4.992
H -3.213 -3.910 -4.362
H -2.127 -4.153 -5.670
H 0.073 -3.172 -2.823
H 0.220 -3.466 -4.611
H -1.186 -2.652 -3.899
H -2.148 -4.088 -1.942
H -2.537 -5.790 -2.375
H 0.013 -4.762 -1.098
H -1.142 -5.899 -0.511
H -0.305 -7.606 -2.149
H 1.049 -6.955 -1.353
H 1.649 -4.357 -2.717
H 2.362 -4.886 -4.226
H 2.676 -5.762 -2.693
H 2.119 -7.875 -3.480
H 1.819 -7.166 -5.036
H 0.551 -8.202 -4.358
H -0.569 -6.326 -6.030
C 2.709 2.391 -6.195
C 2.726 2.983 -4.800
C 3.641 2.089 -3.931
C 3.287 4.418 -4.819
C 3.089 5.149 -3.466
C 1.624 5.181 -3.049
C 1.052 3.665 -3.026
C 1.615 3.031 -1.775
C -0.512 3.715 -2.829
N 1.309 3.022 -4.310
O 0.824 1.696 -4.249
H 2.583 1.306 -6.180
H 1.899 2.827 -6.769
H 3.661 2.671 -6.691
H 4.583 1.846 -4.434
H 3.987 2.580 -3.004
H 3.166 1.145 -3.668
H 4.347 4.333 -5.012
H 2.757 4.942 -5.648
H 3.743 4.717 -2.691
H 3.399 6.197 -3.516
H 1.064 5.690 -3.837
H 1.440 5.561 -2.041
H 1.101 3.476 -0.870
H 2.687 3.010 -1.579
H 1.232 1.991 -1.697
H -0.812 2.702 -2.570
H -1.052 3.988 -3.760
H -0.780 4.336 -1.979
H 0.152 1.639 -4.922
C 2.713 -6.777 3.002
C 2.823 -5.310 2.509
C 3.566 -5.265 1.113
C 1.398 -4.729 2.293
C 0.728 -4.651 3.691
C 1.534 -3.671 4.579
C 3.050 -4.117 4.739
C 3.938 -2.988 5.373
C 3.192 -5.287 5.689
N 3.552 -4.330 3.406
O 4.906 -4.821 3.494
H 3.705 -7.132 3.242
H 1.995 -6.900 3.818
H 2.297 -7.396 2.217
H 3.780 -4.228 0.828
H 4.551 -5.727 1.204
H 2.994 -5.665 0.271
H 1.477 -3.726 1.904
H 0.903 -5.450 1.617
H -0.297 -4.341 3.457
H 0.555 -5.667 4.105
H 1.168 -3.708 5.606
H 1.452 -2.680 4.139
H 3.316 -2.486 6.121
H 4.309 -2.305 4.613
H 4.861 -3.393 5.807
H 2.944 -4.854 6.668
H 4.261 -5.488 5.831
H 2.583 -6.153 5.476
H 5.407 -4.209 2.957
C -8.200 0.310 -0.794
C -6.802 0.904 -0.771
C -6.768 2.267 0.011
C -7.672 3.267 -0.574
N -8.366 4.078 -1.007
H -8.174 -0.481 -1.529
H -8.995 1.010 -1.077
H -8.426 -0.111 0.172
H -6.407 1.106 -1.772
H -6.011 0.333 -0.289
H -5.758 2.725 0.082
H -7.111 2.098 1.035
C -4.482 -1.975 -1.524
C -5.671 -2.629 -0.821
C -5.730 -4.086 -0.964
C -4.550 -4.778 -0.294
N -3.718 -5.374 0.195
H -4.578 -0.894 -1.559
H -4.308 -2.399 -2.517
H -3.572 -2.198 -0.991
H -6.499 -2.089 -1.283
H -5.741 -2.318 0.216
H -5.753 -4.253 -2.036
H -6.646 -4.458 -0.493
C 1.624 5.922 1.257
C 0.826 5.718 2.568
C -0.441 4.839 2.333
C -0.019 3.514 1.923
N 0.329 2.448 1.629
H 2.528 6.457 1.484
H 1.046 6.416 0.463
H 1.983 4.941 0.881
H 0.491 6.714 2.876
H 1.412 5.316 3.406
H -1.158 5.135 1.564
H -1.098 4.829 3.214
C -1.672 -2.235 0.654
C -1.026 -1.455 -0.445
C -0.762 0.022 -0.089
C -2.078 0.630 0.268
N -3.092 1.061 0.472
H -1.925 -3.249 0.304
H -2.642 -1.816 0.899
H -1.067 -2.309 1.535
H -1.663 -1.477 -1.362
H -0.052 -1.889 -0.672
H -0.345 0.524 -0.953
H -0.059 -0.017 0.750
C -0.843 1.357 6.904
C 0.596 1.680 6.436
C 0.709 1.721 4.916
C 0.349 0.436 4.287
N 0.043 -0.531 3.750
H -1.573 2.090 6.503
H -0.904 1.355 7.998
H -1.126 0.375 6.555
H 1.297 0.938 6.836
H 0.969 2.655 6.790
H 1.700 1.997 4.537
H 0.040 2.468 4.450
*
```

Summary:
Structure (SMILES) ... CC1(C)CCCC(C)(C)N1O.CC1(C)CCCC(C)(C)N1O.CC1(C)CCCC(C)(C)N1O.CC1(C)CCCC(C)(C)N1O.CC1(C)CCCC(C)(C)N1O.CCCC#N.CCCC#N.CCCC#N.CCCC#N.CCCC#N
HOMO-LUMO gap ... 8.9 eV
Electronic energy ... -94645.5107 eV
Strongest force on any atom ... 4.88 eV Å⁻¹

=====

ORCA calculation (ωB97M-V/def2-TZVPD) on 2 unconnected molecules or ions with the total composition C7H10O in a non-equilibrium geometry.

ORCA input file:
```
! RIJCOSX wB97M-V def2-TZVPD def2/J DEFGRID3
* xyz 0 1
C -0.534 -0.472 -1.897
C 0.565 -0.738 -1.593
C 1.937 -0.854 -1.194
C 2.241 -0.329 0.216
C 3.188 0.876 0.170
O 1.695 -0.804 1.215
H -1.461 -0.335 -2.350
H 2.604 -0.284 -1.933
H 2.339 -1.839 -1.199
H 3.811 0.819 -0.785
H 3.962 0.902 0.940
H 2.540 1.707 0.102
C -1.132 0.141 1.303
C -1.543 -1.115 1.191
H -1.461 0.633 2.211
H -0.256 0.581 0.740
H -1.183 -1.874 0.512
H -2.323 -1.455 1.850
*
```

Summary:
Structure (SMILES) ... C#CCC(C)=O.C=C
HOMO-LUMO gap ... 10.3 eV
Electronic energy ... -9464.7703 eV
Strongest force on any atom ... 2.90 eV Å⁻¹